Formula: CH2O2S4
Source: the OMol25 dataset
Level of theory: ωB97M-V/def2-TZVPD

Cartesian coordinates (Å):
O -3.11033 2.43179 -0.06098
S -2.56214 1.26610 0.49548
S -3.37622 -0.36865 -0.63187
S -1.66285 -1.65212 -0.68788
S -1.66617 -2.84280 0.85658
C -0.42723 -0.11238 -0.11171
O -0.98191 1.08584 -0.44833
H 0.41824 -0.25908 -0.80543
H -0.39384 -0.39250 0.92338

The energy above the lowest of the compared OMol25 structures with the same formula, charge and spin comes out at 23.99 kcal/mol. Its structure (SMILES) is O=S1#S#S(=S)CO1. For the energy, the calculation gives -1782.45914 Eh. Its HOMO energy is -0.322 Ha. The HOMO-LUMO gap comes out at 7.945 eV.